Molecular formula: C5H14NO
Method: DFT, wB97M-V/def2-TZVPD

CARTESIAN COORDINATES (ANGSTROEM)
C -0.573 0.666 -0.651
C -0.852 0.609 0.853
C 0.099 -0.253 1.641
C -0.171 -1.499 1.994
C 1.410 0.391 1.975
N -0.235 -0.728 -1.137
H -1.476 0.941 -1.181
H 0.303 1.269 -0.842
H -1.889 0.310 1.044
H -0.831 1.617 1.280
H 0.538 -2.067 2.576
H -1.115 -1.986 1.785
H 2.164 -0.314 2.307
H 1.833 0.921 1.119
H 1.262 1.128 2.763
H -0.220 -0.719 -2.162
H 0.683 -0.992 -0.771
H -0.885 -1.432 -0.784
H -0.607 1.207 -3.862
H 0.385 0.213 -4.373
O 0.179 0.719 -3.575

Atoms 1-3, force components in eV/Å:
C -0.07 -0.80 1.04
C -0.79 0.13 0.62
C 0.45 0.16 -0.30

Output
Highest occupied orbital energy   -0.495 Eh
LUMO   -3.2 eV
ΔE to the lowest compared entry with this formula, charge and spin   85.9 kJ/mol
Charge   +1
Frontier orbital gap   10.26 eV

***

Molecular formula: C3H4O2
Method: DFT, wB97M-V/def2-TZVPD

CARTESIAN COORDINATES (ANGSTROEM)
C 1.469 0.216 -0.151
C 0.268 -0.429 0.165
C -0.885 0.437 0.176
O -0.836 1.640 0.062
O -2.178 -0.232 -0.156
H 2.528 -0.249 -0.108
H 1.371 1.312 -0.298
H 0.232 -1.503 0.392
H -1.969 -1.193 -0.082

Atoms 1-3, force components in eV/Å:
C -1.10 -1.25 1.30
C 4.30 0.33 -0.12
C -3.33 1.14 -3.01

Output
Highest occupied orbital energy   -0.393 Eh
SMILES   C=CC(=O)O
LUMO   -0.2 eV
ΔE to the lowest compared entry with this formula, charge and spin   114.7 kJ/mol
Frontier orbital gap   10.48 eV

***

Molecular formula: C4H7NO2
Method: DFT, wB97M-V/def2-TZVPD

CARTESIAN COORDINATES (ANGSTROEM)
C -1.288 -0.945 0.073
C -0.361 -0.047 -0.734
O 0.838 -0.737 -1.042
C 0.007 1.247 0.042
N 1.279 1.084 0.732
C 1.751 0.020 1.102
O 2.311 -0.922 1.510
H -0.899 -1.130 1.082
H -1.431 -1.912 -0.419
H -2.268 -0.461 0.170
H -0.851 0.215 -1.681
H 1.520 -0.048 -1.098
H -0.757 1.492 0.787
H 0.088 2.103 -0.637

Atoms 1-3, force components in eV/Å:
C 0.02 -0.02 0.01
C -0.26 0.14 0.05
O 0.02 0.02 -0.28

Output
Highest occupied orbital energy   -0.383 Eh
SMILES   C[C@H](O)CN=C=O
LUMO   0.8 eV
ΔE to the lowest compared entry with this formula, charge and spin   109.3 kJ/mol
Frontier orbital gap   11.17 eV

***

Molecular formula: C8H9IN3O
Method: DFT, wB97M-V/def2-TZVPD

CARTESIAN COORDINATES (ANGSTROEM)
N 2.710 -0.798 1.312
C 1.167 -0.736 1.457
I 0.703 1.252 2.292
C 0.513 -1.929 1.838
N -0.720 -1.891 2.231
C -1.691 -1.180 1.799
N -1.565 -0.342 0.750
C -0.777 -0.475 -0.272
C -0.729 0.683 -1.166
C -1.648 1.682 -1.369
C -1.322 2.291 -2.641
C -0.175 1.613 -3.033
O 0.156 0.655 -2.175
H 2.915 0.124 1.080
H 3.168 -1.383 0.549
H 3.385 -0.982 2.141
H 0.852 -2.909 1.570
H -2.778 -1.233 2.245
H -0.376 -1.373 -0.719
H -2.436 2.096 -0.840
H -1.863 3.163 -3.068
H 0.512 1.673 -3.980

Atoms 1-3, force components in eV/Å:
N 1.45 -2.40 0.65
C 1.49 -0.73 2.10
I 0.47 -1.55 -0.52

Output
Highest occupied orbital energy   -0.438 Eh
SMILES   [NH3+]/C(I)=C/N=C\N=C\c1ccco1
LUMO   -4.3 eV
ΔE to the lowest compared entry with this formula, charge and spin   148.0 kJ/mol
Charge   +1
Frontier orbital gap   7.58 eV

***

Molecular formula: C25H32N4O3
Method: DFT, wB97M-V/def2-TZVPD

CARTESIAN COORDINATES (ANGSTROEM)
C -0.092 2.800 7.141
H -0.317 1.982 7.700
O -0.405 2.762 5.794
C -1.528 2.468 5.188
C -2.547 2.338 5.885
C -3.771 1.833 5.406
C -3.858 1.741 4.062
C -3.048 2.191 3.171
C -1.771 2.418 3.676
C -0.626 2.734 2.763
O -1.120 2.901 1.618
N 0.508 2.451 3.019
C 1.866 2.969 2.305
C 2.763 3.553 2.793
C 3.638 3.638 1.553
N 3.275 2.656 0.697
N 2.185 2.364 1.177
C 1.332 1.345 0.348
C 1.983 0.295 -0.049
C 1.320 -0.804 -0.981
N 0.796 0.103 -2.260
C -0.071 0.907 -1.754
C 0.606 2.029 -0.834
H 0.047 2.732 -0.506
H 1.252 2.650 -1.540
H -0.972 0.789 -1.130
H -0.276 1.715 -2.683
C 0.207 -0.752 -3.247
C -0.796 -1.710 -3.084
H -1.454 -1.158 -2.251
H -1.582 -1.638 -3.998
C -0.604 -2.968 -2.765
C 0.164 -3.752 -3.706
C 1.530 -4.262 -3.816
C 1.686 -4.807 -5.113
C 0.330 -4.586 -5.682
O -0.460 -3.712 -5.044
C 0.208 -4.942 -7.040
H -0.839 -5.376 -7.230
H 0.840 -5.467 -7.717
H 0.054 -3.837 -7.564
H 2.541 -5.608 -5.415
H 2.169 -4.448 -3.011
C -1.727 -3.800 -2.428
H -2.497 -3.367 -1.683
H -1.612 -4.712 -1.976
H -2.388 -3.769 -3.194
H 0.188 -2.947 -1.668
H 1.068 -1.317 -3.622
H 0.147 -0.159 -4.169
H 0.410 -1.096 -0.439
H 1.879 -1.463 -1.391
H 2.848 0.793 -0.558
H 2.603 -0.322 0.832
H 0.523 1.043 1.110
H 4.630 3.870 1.661
H 2.979 4.209 3.583
H 0.817 2.308 4.101
H -3.164 2.105 2.231
H -4.895 1.530 3.919
H -4.687 1.787 6.092
H -2.481 2.116 7.142
H -0.813 3.683 7.465
H 1.005 2.972 7.119

Atoms 1-3, force components in eV/Å:
C -1.02 4.76 -0.80
H -0.79 -2.74 1.39
O 3.89 -0.46 -3.10

Output
Highest occupied orbital energy   -0.276 Eh
LUMO   0.5 eV
ΔE to the lowest compared entry with this formula, charge and spin   2232.0 kJ/mol
Frontier orbital gap   8.03 eV

***

Molecular formula: C27H36ClO2P2SiV
Method: DFT, wB97M-V/def2-TZVPD

CARTESIAN COORDINATES (ANGSTROEM)
C 0.900 4.748 -2.463
C 0.408 4.027 -1.327
H 1.091 5.791 -2.199
H 0.181 4.708 -3.297
H 1.830 4.274 -2.809
O -0.079 4.203 -0.242
Cl 0.767 1.892 -2.706
V 0.149 1.255 -0.398
P -2.033 1.772 -1.368
C -3.312 2.167 -0.150
C -2.303 3.063 -2.622
H -3.346 2.964 -2.963
H -3.644 0.599 -2.677
H -1.622 2.915 -3.471
H -1.976 0.021 -3.037
H -2.993 3.052 0.422
H -2.149 4.064 -2.193
C -2.674 0.315 -2.237
H -4.232 2.382 -0.715
H -2.806 -0.522 -1.535
H -3.459 1.312 0.526
P 2.494 1.569 -0.047
C 2.977 1.800 1.687
C 3.461 0.119 -0.563
H 3.404 2.780 -1.952
H 4.504 2.766 -0.534
H 3.091 3.877 -0.559
C 3.453 2.879 -0.858
H 3.150 -0.212 -1.570
H 4.533 0.383 -0.582
H 4.060 2.009 1.717
H 2.747 0.898 2.274
H 3.304 -0.722 0.133
H 2.421 2.660 2.096
C -0.535 1.699 1.291
O -1.013 2.065 2.313
C -4.412 -2.581 0.870
C -4.017 -1.458 1.598
C -2.723 -0.941 1.430
C -1.817 -1.544 0.550
C -2.238 -2.641 -0.211
C -3.538 -3.175 -0.050
Si -0.027 -0.856 0.461
C 0.412 -1.403 2.261
C 0.752 -0.516 3.275
C 0.916 -0.912 4.606
C 0.731 -2.267 4.951
C 0.401 -3.190 3.958
C 0.251 -2.768 2.628
C 0.922 -2.097 -0.649
C 1.932 -2.913 -0.140
C 2.641 -3.801 -0.969
C 2.316 -3.865 -2.339
C 1.347 -3.010 -2.861
C 0.684 -2.096 -2.035
H -5.409 -3.003 1.033
H -4.691 -0.979 2.313
H -2.404 -0.070 2.009
H -1.564 -3.110 -0.933
H -3.848 -4.057 -0.618
H 0.862 0.551 3.046
H 1.170 -0.191 5.383
H 0.844 -2.595 5.987
H 0.245 -4.268 4.204
H -0.028 -3.509 1.863
H 2.211 -2.859 0.917
H 3.417 -4.439 -0.555
H 2.830 -4.581 -2.980
H 1.093 -3.064 -3.926
H -0.009 -1.368 -2.464

Atoms 1-3, force components in eV/Å:
C 1.02 0.28 -1.32
C -2.82 2.27 5.27
H -0.18 0.02 0.36

Output
Multiplicity   3
Highest occupied orbital energy (alpha / beta)   -0.496 / -0.496 Eh
LUMO (alpha / beta)   -8.7 / -8.7 eV
Charge   +2
Frontier orbital gap (alpha / beta)   4.82 / 4.86 eV

***

DFT total energy values (in eV) by entry order: -8943.1182, -7269.4975, -9846.1467, -23049.2592, -38527.2880, -97327.1781.
Max |F| values (in Eh/bohr) by entry order: 0.0256, 0.0900, 0.0153, 0.0662, 0.3550, 0.1435.